1.
The following is a DFT calculation (ωB97M-V/def2-TZVPD) of a cluster of 3 separate species, C4H15NO2 in total at a distorted geometry.

```
22
Properties=species:S:1:pos:R:3:forces:R:3
C 0.5570 -0.3389 2.2087 -0.82 5.69 -3.17
C 0.5604 -1.0879 0.9088 -1.22 -2.98 0.69
C -0.7728 -1.8920 0.6607 -0.82 0.48 0.38
C -2.0085 -1.0349 0.2345 0.51 -1.56 -0.71
N -1.6431 -0.2198 -0.9047 -0.40 1.42 -0.40
H 1.4992 -0.1143 2.6493 1.01 -0.11 0.02
H 0.1211 0.7556 1.9448 0.53 -2.18 1.24
H -0.0219 -0.8246 2.8959 -1.71 -1.12 1.80
H 1.2860 -1.8110 1.2338 0.63 -1.13 -1.10
H 0.7840 -0.7362 -0.0843 0.57 1.12 0.36
H -1.0875 -2.5299 1.5173 0.45 0.43 -0.30
H -0.6626 -2.5643 -0.2030 0.35 0.12 0.29
H -2.7809 -1.7078 -0.0823 -0.30 -0.87 -0.35
H -2.5551 -0.4577 0.9287 0.08 0.75 1.72
H -1.3562 0.6307 -0.4323 0.63 0.41 -0.53
H -2.4897 0.1076 -1.3968 0.46 -0.51 0.20
O 2.2537 0.6572 -1.7344 -0.14 -0.09 -0.01
H 1.5591 1.2745 -1.4382 0.21 -0.39 -0.01
H 1.9027 -0.2405 -1.6401 0.03 0.51 -0.07
O 0.7433 2.9910 -0.8835 -1.77 -0.65 -0.03
H -0.0709 3.1399 -1.4110 0.73 -0.14 0.50
H 1.3826 3.5531 -1.2814 0.98 0.80 -0.50
```
Forces are in eV/Å.

For the highest occupied orbital energy, the calculation gives -9.720 eV. The value obtained for the relative energy (zero: lowest compared OMol25 entry of this formula, charge and spin) is 43.5 kcal/mol. The value obtained for the orbital gap is 10.27 eV. The multiplicity is 1. The SMILES is CCCCN.O.O.

---

2.
The following is a DFT calculation (ωB97M-V/def2-TZVPD) of a cluster of 6 separate species, C33H52N8O6 in total at a distorted geometry.

```
99
Properties=species:S:1:pos:R:3:forces:R:3
N -0.2792 0.8901 -2.4064 0.16 2.16 -0.67
O -1.2827 1.5676 -2.0710 0.46 -0.23 0.54
O -0.4887 -0.0980 -3.1396 0.86 -0.77 0.06
O 0.8891 1.3172 -2.1776 -1.11 -1.02 0.11
C -2.9755 5.7875 0.4391 -0.43 0.12 -0.32
C -2.1420 5.3196 -0.6610 -0.31 0.83 -0.09
O -2.4331 5.2163 -1.7981 0.49 -0.44 -0.07
N -0.6819 5.0530 -0.2720 1.13 -1.16 -0.84
H -0.3947 5.3390 0.6616 -0.26 0.63 0.05
H -0.6958 4.0290 -0.2126 0.44 -0.10 -0.29
C 0.2714 5.5559 -1.3782 -0.25 -0.36 0.82
H -2.7222 5.3607 1.4066 -0.20 0.13 0.06
H -3.9906 5.6033 0.0874 -0.17 0.08 0.59
H -2.8267 6.8745 0.4168 -0.09 0.07 0.43
H 1.3215 5.3137 -1.2217 -0.17 -0.10 0.69
H 0.1315 6.6313 -1.3114 0.08 0.02 -0.82
H -0.0172 5.0212 -2.2763 -0.34 0.65 -0.19
C -3.4531 3.6990 -4.2437 1.16 -1.10 -1.74
C -3.2235 2.5853 -5.2962 -2.38 0.95 1.19
O -3.9615 2.3886 -6.1939 0.75 -0.16 -0.40
N -2.2097 1.4743 -5.0254 0.23 -1.35 0.58
H -1.5048 1.5534 -5.7600 0.14 -0.10 0.05
H -1.7566 1.4052 -4.0912 -0.28 0.93 -0.43
C -2.8737 0.1080 -5.1596 -0.84 0.28 0.53
H -2.5414 4.2948 -4.2195 -0.11 0.13 0.52
H -3.6958 3.2133 -3.3017 0.08 0.25 0.16
H -4.2639 4.2829 -4.6716 -0.08 0.04 0.31
H -2.2505 -0.6441 -4.6829 0.63 -0.05 -1.11
H -3.2584 0.0392 -6.1725 0.46 -0.63 -0.04
H -3.7407 0.0327 -4.4982 -0.22 0.83 -0.12
C 3.0551 -2.3724 -5.3696 -0.21 -0.96 0.48
C 2.1441 -1.2731 -5.7952 0.56 -1.00 -0.78
O 1.5275 -1.2049 -6.7942 -0.42 0.64 0.45
N 2.1602 -0.0885 -4.8081 0.87 -0.04 -0.60
H 1.3473 -0.1095 -4.1717 -0.21 0.17 -0.27
H 2.9680 -0.2727 -4.2156 0.11 0.23 0.06
C 2.3279 1.2587 -5.5230 -0.82 -0.14 2.28
H 4.0922 -2.0602 -5.2360 -0.03 0.16 -0.05
H 3.0198 -3.2302 -6.0400 0.04 0.43 -0.52
H 2.7055 -2.8378 -4.4410 0.04 0.43 0.31
H 3.2249 1.3234 -6.1299 -0.36 -0.42 -0.46
H 2.4524 1.9277 -4.6698 0.07 0.32 -0.25
H 1.3404 1.4554 -5.9256 0.47 0.13 -0.86
C 1.8244 -1.1868 -0.5576 1.25 0.03 -0.44
N 2.5117 -0.6664 0.6569 -0.28 -1.03 0.06
C 3.0414 0.5624 0.7078 0.21 -0.42 0.81
C 3.7276 0.9339 1.8624 -0.31 0.54 -0.92
C 3.7322 0.1302 2.9892 0.22 -0.28 -0.17
C 3.2619 -1.1947 2.8607 0.02 1.08 0.31
C 2.6720 -1.5431 1.6866 -0.32 0.01 -0.21
C 4.2745 0.6552 4.2649 0.45 -1.26 0.23
C 5.3057 -0.0767 4.8878 0.50 1.39 -0.50
C 5.8721 0.4433 6.0236 -0.36 0.56 0.87
N 5.3944 1.5912 6.6014 -0.58 -1.36 -0.55
C 4.3088 2.2028 6.0958 1.89 0.31 -0.73
C 3.7900 1.7899 4.8704 -0.05 1.01 0.63
C 6.0016 2.0912 7.8429 0.35 -0.06 0.48
H 2.0736 -2.2429 -0.6418 -0.55 -0.13 0.36
H 2.3431 -0.7811 -1.4241 -0.33 0.46 0.07
H 0.7669 -0.9450 -0.5886 0.06 -0.09 0.18
H 2.8674 1.2059 -0.1432 0.22 -0.04 -0.07
H 4.2813 1.8634 1.8271 -0.26 0.18 0.25
H 3.2793 -1.9167 3.6647 0.16 0.08 0.09
H 2.2625 -2.5386 1.5924 -0.02 0.05 -0.42
H 5.9349 -0.7572 4.3276 -0.55 -0.71 0.19
H 6.6892 -0.0593 6.5239 0.20 0.26 -0.01
H 4.1581 3.1756 6.5447 -0.76 -0.11 0.01
H 3.1467 2.5226 4.4019 -0.48 -0.48 -0.13
H 5.7640 3.1413 7.9944 -0.19 -0.09 -0.05
H 7.0857 2.0060 7.7914 -0.06 -0.16 -0.06
H 5.6048 1.4710 8.6464 0.15 0.20 0.18
C -4.8871 0.0171 -1.1520 -0.84 -0.77 -0.51
N -4.3089 -1.0396 -0.3004 0.33 -1.23 -0.46
C -5.0664 -1.6673 0.6378 1.31 1.00 -0.05
C -4.4582 -2.5853 1.4905 -0.95 -0.36 -0.42
C -3.2163 -3.1245 1.1840 0.83 0.31 0.08
C -2.5239 -2.5499 0.1015 0.19 0.27 -0.47
C -3.0514 -1.4839 -0.6009 -1.35 -0.20 0.86
C -2.6483 -4.2225 2.0564 -0.38 0.23 0.37
C -2.7828 -4.1183 3.4596 1.00 0.73 -0.58
C -2.3953 -5.1514 4.2576 -0.58 -1.33 0.13
N -2.0145 -6.3527 3.7293 0.48 1.03 0.34
C -1.7866 -6.4490 2.4197 -0.84 0.17 -0.66
C -2.0862 -5.3840 1.5577 -0.36 -0.21 0.02
C -1.7298 -7.4692 4.6556 0.60 -0.78 0.18
H -4.2013 0.2151 -1.9714 0.39 0.75 0.58
H -5.2464 0.8156 -0.5090 0.35 0.36 -0.37
H -5.7312 -0.3852 -1.7189 -0.29 -0.17 0.50
H -6.0838 -1.3034 0.6924 -0.08 -0.19 0.36
H -5.0428 -2.9770 2.3126 -0.08 -0.05 -0.05
H -1.5555 -2.8644 -0.2651 0.03 -0.39 0.38
H -2.5872 -0.9727 -1.4320 0.32 -0.09 0.11
H -2.9508 -3.1560 3.9247 -0.61 -0.11 0.05
H -2.5144 -5.1668 5.3322 0.15 0.29 0.04
H -1.5349 -7.4165 2.0052 0.32 -0.04 0.23
H -2.0125 -5.5333 0.4890 0.17 -0.16 0.02
H -0.8844 -8.0416 4.2763 -0.20 -0.07 -0.26
H -2.5936 -8.1210 4.7778 -0.10 0.14 -0.15
H -1.3959 -7.1200 5.6307 -0.31 0.40 -0.08
```
Forces are in eV/Å.

For the highest occupied orbital energy, the calculation gives -22.995 eV. The value obtained for the relative energy (zero: lowest compared OMol25 entry of this formula, charge and spin) is 24.4 kcal/mol. The value obtained for the orbital gap is 8.78 eV. The net charge is +6. The multiplicity is 1.